A structure of composition C42H36N8RhSi, computed with wB97M-V/def2-TZVPD.

The geometry in XYZ format:
```
88
Properties=species:S:1:pos:R:3:forces:R:3
Rh 0.497588 -0.149004 0.032832 0.285 -0.399 -0.164
Si -0.741832 1.771235 0.368730 0.046 0.134 -0.062
N -1.121903 -1.399789 0.136142 -0.021 0.317 -0.174
N 1.033311 -1.358536 -4.021713 -0.050 -0.022 -0.064
N 0.609643 -0.324036 2.007798 -0.101 0.073 0.071
N 2.660054 -6.279652 -8.401674 0.001 -0.002 0.003
N 2.862175 1.272062 1.180789 0.078 -0.183 -0.049
N 0.651805 -0.322510 -2.115872 -0.360 0.142 0.140
N -1.838291 -1.664270 1.248356 0.091 -0.155 0.085
N 2.249885 0.967720 0.011003 -0.424 0.248 0.111
C -2.827349 -0.168608 4.482408 0.017 -0.031 0.056
C -1.625886 -2.168302 -0.828900 0.056 -0.065 -0.059
C 1.711129 -2.072409 -6.246851 0.061 0.033 -0.021
C -5.133303 1.347480 1.878817 0.015 0.034 0.000
C -1.884791 2.690682 -2.096085 -0.027 0.042 0.025
C 2.050842 -1.302344 3.704378 0.007 -0.028 0.049
C 2.040553 -3.074805 -7.141044 0.000 -0.003 -0.017
C 0.645599 -0.070428 -4.331314 -0.032 -0.071 -0.016
C -4.740226 0.630867 0.754292 0.024 0.009 -0.004
C -0.526545 0.404027 4.032221 0.028 -0.004 0.051
C -0.040192 4.727674 -2.464867 0.001 -0.014 0.015
C -2.664150 -2.954450 -0.341036 -0.003 0.000 0.032
C 3.269911 -1.422397 4.335790 -0.006 -0.018 0.005
C -2.846951 -0.845904 3.278529 0.010 -0.071 -0.005
C 2.965570 0.321936 2.240128 -0.010 0.088 -0.021
C 2.387071 -5.447075 -7.659788 -0.012 0.041 0.031
C 1.851183 -0.412489 2.638494 -0.100 -0.040 -0.016
C -4.067951 -0.058550 5.325379 0.029 -0.011 -0.005
C -1.715174 -0.936596 2.471971 -0.096 -0.040 -0.007
C -0.871058 2.865097 -1.147920 0.037 -0.001 -0.019
C 1.370905 -3.721892 -4.525360 -0.049 -0.026 0.008
C -2.764778 -2.606982 0.984882 0.011 -0.053 0.032
C 1.709428 -4.722351 -5.417249 0.007 -0.017 0.000
C -2.483093 1.485936 0.980581 -0.054 0.061 -0.022
C -4.211846 2.136164 2.550614 0.001 0.041 -0.082
C 4.208411 0.167710 2.850500 0.013 0.022 -0.023
C -1.038369 4.520002 -3.406437 -0.004 -0.004 0.001
C -2.897654 2.201028 2.106423 -0.037 0.037 -0.025
C -0.522088 -0.307499 2.824758 0.183 -0.028 0.006
C -1.967754 3.504978 -3.215667 -0.004 0.005 0.005
C 1.375464 -2.396861 -4.940777 0.019 0.023 0.020
C 3.561308 2.410120 1.061230 0.070 0.069 -0.008
C -1.636523 0.458276 4.847345 -0.016 -0.002 -0.009
C 4.383522 -0.690850 3.919052 0.010 -0.014 0.012
C 0.037299 3.908880 -1.345211 -0.040 -0.009 -0.048
C 3.402780 2.878116 -0.225694 0.043 0.004 0.035
C 0.408497 0.554867 -3.152432 0.071 -0.003 0.006
C -3.429721 0.705702 0.308767 -0.058 0.065 0.015
C 5.729387 -0.867372 4.568217 -0.018 0.001 -0.011
C 2.568993 1.948119 -0.836714 0.112 -0.139 -0.055
C 1.014850 -1.457155 -2.675684 0.384 0.071 0.082
C 2.043181 -4.403638 -6.730011 0.004 -0.023 -0.018
H -3.820651 0.186632 6.357220 0.003 -0.003 0.003
H 5.625120 -1.204405 5.598629 -0.003 0.005 0.000
H 1.212147 -1.900963 4.035976 -0.005 0.012 0.002
H -3.406347 -2.984557 1.759249 -0.009 0.011 0.018
H -0.005011 2.549297 1.394727 0.020 -0.004 0.009
H 1.706350 -5.755530 -5.099443 -0.001 0.001 -0.001
H -3.247122 -3.684660 -0.872701 -0.003 0.003 0.005
H -1.105262 5.160448 -4.276318 0.002 -0.003 -0.001
H -4.726109 0.726189 4.944806 0.009 -0.019 0.006
H 5.053357 0.730281 2.470433 -0.008 -0.007 0.000
H -2.185662 2.812439 2.649730 -0.013 -0.002 -0.013
H 1.088479 -3.992920 -3.517936 -0.017 0.015 0.003
H 2.305150 -2.826489 -8.159247 -0.002 -0.001 0.000
H -5.458861 0.020671 0.221193 0.001 0.001 -0.002
H 0.540765 0.281793 -5.340305 -0.009 -0.026 -0.009
H -1.221217 -2.126751 -1.824955 -0.020 0.032 0.046
H 4.126175 2.796775 1.891850 -0.006 -0.002 -0.007
H -2.762647 3.356385 -3.935264 -0.001 -0.003 0.000
H -1.589532 1.020920 5.772160 0.005 -0.005 0.002
H -4.633441 -0.990385 5.324800 0.001 0.002 -0.003
H 0.075378 1.564721 -2.988285 0.014 -0.057 0.016
H 6.325462 -1.611989 4.036997 -0.004 -0.005 0.001
H -3.781466 -1.274662 2.941264 0.016 -0.016 -0.010
H -2.625404 1.911552 -1.959726 -0.005 0.010 -0.003
H 1.739910 -1.043398 -6.574737 0.004 0.002 0.015
H 0.379738 0.920033 4.322409 0.006 -0.009 0.002
H 6.294024 0.064654 4.572886 -0.001 0.000 -0.005
H 2.190320 1.938172 -1.843603 -0.082 0.021 0.030
H 3.369813 -2.119322 5.159539 -0.002 0.007 0.000
H 0.810516 4.093050 -0.609516 0.010 0.007 0.020
H 3.825867 3.768883 -0.654548 -0.003 -0.005 0.000
H -3.144376 0.138193 -0.570182 -0.003 -0.018 -0.009
H -6.158085 1.295513 2.223709 -0.006 -0.002 0.002
H -4.514243 2.702363 3.422534 0.003 0.007 -0.003
H 0.668324 5.535840 -2.595650 -0.002 -0.004 0.002
H 1.345596 -2.330667 -2.139779 -0.083 -0.032 -0.008
```
Positions in Å, forces in eV/Å.

Results
Energy relative to the best compared isomer or geometry (same formula, charge and spin) = 0.0 kcal/mol
HOMO level = -9.5 eV
E_tot = -2460.054422 a.u.
Net charge = +1

=====

A structure of composition C42H36NO2PPdS2, computed with wB97M-V/def2-TZVPD.

The geometry in XYZ format:
```
85
Properties=species:S:1:pos:R:3:forces:R:3
Pd -0.946056 -0.562687 -0.309027 -0.201 0.084 0.431
S 1.137795 -0.719237 -2.405346 -0.247 0.461 0.250
S 1.230254 -0.852072 1.914855 -0.321 -0.309 0.032
P -2.223534 1.064603 -1.035245 0.130 0.028 -0.316
O 0.726145 0.193001 -1.192518 0.262 -0.431 -0.426
O -0.036232 -1.570082 1.401243 0.591 0.008 -0.145
N -2.706884 -1.226647 0.534065 -0.202 0.114 0.050
C 1.726579 -2.213599 -1.695962 0.019 -0.163 0.020
C 2.746545 -2.210113 -0.749388 0.035 -0.080 -0.055
C -3.480713 -0.092344 1.050284 0.048 -0.443 0.252
C -1.101024 0.881233 4.720323 0.043 -0.036 -0.047
C 4.391445 1.618019 -2.747637 -0.040 -0.020 0.022
C -4.540570 0.878471 -2.544710 0.062 -0.026 -0.151
C 4.957664 1.139735 -3.921024 -0.011 -0.008 0.006
C -4.520902 0.420897 -4.905916 -0.029 -0.003 -0.024
C -0.207768 1.736844 5.348263 -0.010 -0.006 -0.001
C -1.355215 2.617684 -1.110083 0.045 0.164 0.043
C 1.535741 -4.593282 -1.577811 0.021 0.023 0.007
C 1.473285 -3.168429 3.370882 0.048 -0.076 0.061
C -4.294502 -0.190788 2.159036 -0.105 -0.086 0.152
C 2.548632 -4.605500 -0.631339 -0.008 0.055 -0.010
C 4.248325 -2.894599 3.573600 -0.050 0.039 -0.014
C 3.510163 -1.942419 2.882381 -0.020 -0.021 0.042
C 2.131736 -2.090699 2.802486 0.178 -0.057 -0.037
C -0.561889 2.982385 -0.016150 -0.020 0.023 -0.105
C -3.351866 1.092712 0.363173 -0.008 0.588 -0.170
C -0.003787 5.030693 -1.139522 0.024 0.016 0.025
C 2.222907 -4.119908 4.046233 0.006 0.032 -0.012
C 2.634450 0.026452 -2.977107 0.124 0.267 0.112
C 3.603587 -3.980536 4.150281 -0.037 0.014 -0.015
C -3.131769 0.361728 -4.896716 0.039 0.009 0.047
C 3.215344 1.062265 -2.258928 0.056 -0.044 -0.122
C 1.114864 -3.384355 -2.120823 0.018 -0.068 0.099
C -4.853295 2.147095 1.913048 0.093 -0.157 -0.062
C -0.787819 4.669546 -2.223348 -0.036 -0.063 -0.008
C -5.223122 0.677310 -3.738163 0.010 0.015 0.065
C -3.147056 0.820358 -2.534770 -0.217 -0.050 -0.178
C 1.118339 1.794701 4.935341 0.006 0.015 0.022
C -4.983148 0.939106 2.592841 0.094 0.078 -0.160
C 1.556565 0.999243 3.890025 -0.032 -0.029 -0.040
C 0.108680 4.190502 -0.034712 0.004 -0.002 0.003
C -1.470426 3.458833 -2.214412 0.079 0.049 0.093
C -0.672692 0.071476 3.674672 0.044 0.054 0.057
C 4.353453 0.106149 -4.627895 0.024 0.034 0.018
C 0.653503 0.137378 3.279497 -0.122 0.168 0.006
C -2.442120 0.556495 -3.712511 -0.101 -0.015 -0.043
C -4.033876 2.224767 0.791670 -0.187 0.047 0.145
C 3.153684 -3.418068 -0.217463 -0.016 -0.092 0.007
C 3.176912 -0.454819 -4.161906 -0.057 -0.035 0.023
H 1.811450 2.463138 5.427998 -0.006 -0.003 -0.001
H 4.179655 -4.725190 4.683249 -0.008 0.002 -0.003
H -6.303564 0.724714 -3.754055 0.005 -0.001 0.002
H 2.751471 1.428513 -1.353588 -0.010 0.001 0.003
H -5.619459 0.873504 3.464589 -0.002 0.001 0.007
H 0.400520 -3.264264 3.276140 -0.019 -0.008 -0.001
H 4.795132 -0.256635 -5.545732 -0.003 0.001 0.002
H -0.543236 2.362092 6.164664 0.001 -0.003 -0.003
H 3.217370 -1.280639 -0.454263 0.014 0.016 -0.021
H -3.912400 3.164372 0.266231 0.002 -0.008 0.002
H -3.285767 -1.722017 -0.142763 0.114 -0.161 0.010
H 2.694364 -1.256065 -4.709863 0.004 0.006 0.004
H 5.322372 -2.792759 3.653128 -0.010 0.002 -0.001
H -2.591070 0.163573 -5.812445 -0.002 0.001 0.008
H -0.476224 2.326201 0.844182 -0.007 -0.008 0.008
H -2.089601 3.178553 -3.055545 -0.010 0.015 -0.016
H -1.359875 0.511824 -3.702271 0.043 -0.012 0.000
H -5.380231 3.025669 2.257919 -0.007 -0.005 0.009
H 0.717640 4.483269 0.810402 -0.005 0.004 -0.008
H -5.089390 1.084235 -1.635295 -0.024 0.001 0.010
H 2.588915 1.044970 3.562764 -0.009 0.001 -0.001
H 0.521825 5.976494 -1.149398 -0.001 -0.006 0.003
H -2.130961 0.836817 5.048457 -0.007 -0.002 -0.006
H -1.351399 -0.608878 3.179412 0.000 0.008 0.007
H 1.079417 -5.519025 -1.900804 0.003 0.005 0.003
H -4.394509 -1.132317 2.687407 -0.008 0.028 0.001
H -0.876056 5.330018 -3.075245 -0.001 -0.004 0.003
H 4.863511 2.429226 -2.209809 -0.001 -0.004 -0.005
H 3.948701 -3.444593 0.515969 -0.015 -0.017 -0.018
H 2.881313 -5.547412 -0.215402 0.002 0.009 0.000
H 1.730254 -4.970193 4.498371 0.002 0.003 -0.006
H 5.872901 1.579691 -4.293450 -0.003 -0.003 0.000
H -5.058169 0.265985 -5.832180 0.003 0.002 0.007
H 0.329916 -3.353717 -2.866904 -0.002 0.003 0.002
H -2.449229 -1.887248 1.266327 -0.046 0.079 0.045
H 4.004082 -1.101403 2.408034 -0.006 -0.009 0.005
```
Positions in Å, forces in eV/Å.

Results
Energy relative to the best compared isomer or geometry (same formula, charge and spin) = 0.0 kcal/mol
HOMO level = -13.9 eV
E_tot = -3092.444718 a.u.
Net charge = +2

=====

Q: Which of these has the lowest E_tot?
A: C42H36NO2PPdS2

=====

Q: What is the formula in the first record?
A: C42H36N8RhSi

=====

Q: Among the records above, which one has the highest HOMO level?
A: C42H36N8RhSi

=====

Q: The highest HOMO level belongs to which entry?
A: C42H36N8RhSi